{
  "formula": "C13H23BBr3F3I3NO7Si2",
  "method": "ωB97M-V/def2-TZVPD",
  "species": ["C", "C", "O", "C", "C", "O", "C", "Si", "I", "O", "Si", "Br", "C", "C", "C", "F", "Br", "C", "F", "F", "Br", "C", "I", "C", "C", "I", "B", "O", "O", "H", "H", "H", "H", "H", "H", "H", "H", "H", "H", "H", "H", "H", "H", "H", "H", "H", "H", "H", "H", "C", "N", "O", "O", "H", "H", "H"],
  "xyz": [[4.417, 1.929, 3.400], [3.811, 1.300, 2.155], [4.349, -0.010, 1.993], [3.493, -0.931, 1.358], [3.539, -0.857, -0.155], [2.839, 0.298, -0.599], [2.518, 0.268, -1.979], [1.603, 1.870, -2.364], [1.441, 1.994, -4.802], [0.120, 1.954, -1.617], [-0.899, 0.723, -1.240], [-1.202, -0.606, -2.995], [-0.261, -0.384, 0.124], [-1.443, -1.039, 0.870], [-1.061, -2.355, 1.578], [0.290, -2.533, 1.669], [-1.754, -2.353, 3.413], [-1.637, -3.614, 0.898], [-2.960, -3.474, 0.732], [-1.433, -4.711, 1.618], [-0.812, -3.890, -0.833], [-2.524, 1.517, -0.719], [-4.241, 1.042, -1.828], [-2.656, 2.345, 0.329], [-3.935, 2.981, 0.816], [-0.982, 2.904, 1.475], [2.666, 3.464, -1.693], [2.732, 3.633, -0.321], [3.301, 4.333, -2.544], [3.885, 2.860, 3.624], [5.467, 2.190, 3.234], [4.344, 1.252, 4.255], [2.716, 1.246, 2.243], [4.042, 1.906, 1.272], [2.454, -0.795, 1.685], [3.807, -1.934, 1.667], [3.071, -1.758, -0.580], [4.582, -0.816, -0.497], [3.432, 0.290, -2.599], [1.972, -0.647, -2.252], [0.368, 0.189, 0.808], [0.356, -1.152, -0.349], [-2.273, -1.255, 0.190], [-1.796, -0.347, 1.636], [-3.827, 3.352, 1.836], [-4.212, 3.814, 0.162], [-4.733, 2.234, 0.815], [2.622, 4.553, -0.056], [4.131, 4.669, -2.182], [-5.391, -4.139, -1.596], [-6.038, -3.055, -2.386], [-6.300, -2.019, -1.816], [-6.252, -3.285, -3.556], [-5.264, -3.789, -0.580], [-6.042, -5.006, -1.648], [-4.437, -4.354, -2.068]],
  "forces_ev_per_a": [[0.0, 0.1, -0.2], [0.2, 0.1, 0.0], [-0.2, 0.0, 0.2], [0.0, 0.0, -0.2], [0.0, 0.0, 0.0], [-0.2, -0.1, 0.1], [0.2, 0.1, -0.1], [0.2, 0.5, 0.1], [-0.1, -0.1, 0.1], [0.2, -0.7, -0.4], [-0.2, 0.4, 0.5], [0.0, 0.1, 0.0], [-0.2, -0.2, -0.1], [0.5, 0.0, 0.1], [-0.1, 0.1, 0.2], [-0.1, 0.1, 0.0], [0.0, 0.0, -0.1], [0.1, 0.2, -0.1], [-0.1, 0.0, 0.0], [0.1, -0.2, 0.2], [0.0, 0.1, -0.1], [0.2, 0.3, 0.4], [-0.1, 0.0, 0.1], [-0.4, -0.2, -0.5], [0.2, -0.2, 0.2], [0.1, 0.0, 0.0], [0.2, 0.2, 0.3], [-0.5, -0.1, -0.3], [0.1, -0.5, -0.1], [0.1, -0.1, 0.1], [-0.1, -0.2, 0.1], [0.0, 0.1, -0.1], [0.1, 0.0, 0.0], [-0.2, 0.0, 0.1], [0.1, 0.0, 0.0], [0.1, 0.1, 0.0], [0.0, 0.1, 0.1], [0.0, 0.0, 0.0], [-0.1, -0.1, 0.0], [0.0, 0.1, 0.0], [0.0, -0.1, -0.1], [0.1, 0.1, 0.0], [0.0, 0.0, 0.1], [-0.1, 0.0, -0.2], [0.0, 0.0, -0.2], [0.0, -0.1, 0.0], [0.0, 0.2, -0.1], [0.4, 0.1, 0.1], [-0.2, 0.3, 0.1], [0.0, 0.0, 0.1], [0.1, 0.0, 0.0], [0.0, 0.1, 0.1], [0.0, 0.0, -0.1], [0.0, 0.0, 0.0], [0.0, 0.0, 0.0], [0.0, 0.0, 0.0]],
  "e_homo_ev": -8.96,
  "e_tot_ha": -10609.3284,
  "orbital_gap_ha": 0.326,
  "lumo_ev": -0.1
}